(1)
49
Properties=species:S:1:pos:R:3:forces:R:3 method="wB97M-V/def2-TZVPD" largest_force_ev_per_a=8.7 orbital_gap_ev="6.69 / 5.97" e_lumo_ev="2.25 / 1.53" total_charge=-1 spin_multiplicity=2
C -0.089310 4.585504 -2.668911 -0.06 0.66 -0.53
C 0.591646 3.066577 -2.676178 -0.32 0.04 1.26
C 1.889856 3.053410 -1.675308 6.22 3.01 -1.69
O 3.010824 3.684628 -2.123337 -6.99 -4.43 2.71
O 1.987510 2.389438 -0.366748 -1.72 2.37 -3.12
C 0.903361 2.781092 0.546173 -1.29 -0.51 2.81
C 1.280973 3.969471 1.610529 -0.53 -0.77 0.65
Ga 1.090775 5.836310 0.720741 0.23 -0.20 -0.06
H -0.295513 4.947323 -3.785615 0.37 -1.04 2.27
H -1.121721 4.613075 -2.089824 2.38 -0.10 -1.10
H 0.648189 5.408807 -2.220816 -1.63 -2.11 -0.72
H 0.937294 2.823904 -3.776021 -0.43 0.31 2.54
H -0.163176 2.244702 -2.255768 1.52 1.82 -1.16
H -0.101785 3.082538 0.028554 2.00 -0.53 0.51
H 0.654375 1.813196 1.198951 0.59 1.70 -1.70
H 0.442939 3.929772 2.459759 1.63 -0.18 -1.72
H 2.305484 3.829742 2.168280 -1.85 -0.14 -1.25
H 2.116806 5.861685 -0.517900 0.02 0.16 0.02
H 1.362093 7.057005 1.735200 -0.02 -0.06 0.10
H -0.393808 5.927200 0.069461 -0.11 -0.05 0.19
C -0.321935 -3.869706 2.329467 0.15 -0.15 -0.10
C -1.247887 -2.852281 1.613186 -0.27 -1.10 1.52
C -2.193883 -3.597264 0.631475 0.11 0.18 -0.18
C -1.492342 -4.072792 -0.635131 -0.06 0.02 -0.06
C -0.783089 -2.911612 -1.325944 -0.23 0.03 0.27
C 0.197678 -2.157401 -0.388659 1.63 -0.16 -1.12
N -0.425128 -1.792690 0.933651 -3.83 2.63 -1.83
O -1.271976 -0.689557 0.706830 2.49 -2.72 0.90
C 1.465838 -3.026011 -0.167963 0.04 -0.26 0.11
C 0.756903 -0.909510 -1.149932 -0.60 0.23 0.48
C -2.113747 -2.291718 2.790710 0.07 0.63 -0.58
H 0.334634 -3.365201 3.047125 -0.09 0.02 -0.19
H -0.914144 -4.603701 2.890598 -0.09 0.31 -0.10
H 0.298064 -4.461098 1.663845 0.07 0.09 -0.10
H -3.024309 -2.939717 0.342590 0.20 0.11 0.12
H -2.651594 -4.461877 1.130525 0.17 0.24 0.17
H -0.787411 -4.876395 -0.401847 0.03 0.04 0.02
H -2.231639 -4.507963 -1.319553 0.11 0.04 0.10
H -0.246996 -3.293743 -2.203843 0.15 0.22 0.20
H -1.543093 -2.218141 -1.711898 0.17 0.06 0.20
H 2.080621 -2.633978 0.649524 -0.18 -0.03 -0.07
H 2.097410 -3.038239 -1.065932 -0.29 0.24 0.12
H 1.251000 -4.075888 0.026836 -0.06 0.04 0.14
H -0.030910 -0.227332 -1.489231 0.08 -0.14 0.32
H 1.302672 -1.211745 -2.052831 -0.14 -0.28 0.30
H 1.454959 -0.345279 -0.519632 -0.21 -0.05 -0.08
H -1.496038 -1.736122 3.507249 -0.07 -0.06 -0.24
H -2.600606 -3.106440 3.340073 0.29 -0.09 -0.28
H -2.919865 -1.631976 2.447488 0.36 -0.04 -0.05

(2)
128
Properties=species:S:1:pos:R:3:forces:R:3 method="wB97M-V/def2-TZVPD" largest_force_ev_per_a=4.0 orbital_gap_ev=2.66 e_lumo_ev=3.83 total_charge=-2 relative_energy_kj_mol=523.8
O -17.121190 8.188274 14.339325 1.66 -0.14 -0.53
C -15.851309 7.914242 13.789573 -1.29 -0.62 0.19
C -15.455481 7.802490 12.238578 -3.02 1.65 -2.13
O -16.178093 8.524823 11.243358 1.34 -0.46 1.38
H -15.532340 6.927209 14.124425 0.27 -1.13 0.30
H -15.043983 8.493838 14.237227 0.62 1.35 0.35
H -15.478548 6.777380 11.868836 -0.34 -1.42 0.48
H -14.383115 7.975065 12.147160 1.21 0.69 0.44
C -12.915254 10.786391 11.921644 -1.89 -1.08 1.72
C -11.802841 11.417922 11.175846 0.44 0.35 1.83
C -10.609562 10.403126 11.462121 0.94 2.24 -2.09
C -9.382004 10.733115 10.549172 -1.67 -0.52 -0.69
C -9.775428 10.783001 9.025213 -0.43 1.21 1.67
C -11.111542 11.658678 8.758646 1.66 -0.41 -0.76
N -12.181506 11.478571 9.795320 2.34 -1.60 -2.47
O -13.232980 12.309513 9.466769 -0.35 0.01 0.46
C -10.649465 13.166201 8.616253 -0.82 -0.77 0.16
C -11.622060 11.202585 7.350155 -0.09 -0.91 1.48
C -11.570378 12.829269 11.842416 0.28 -0.84 0.52
H -12.684685 10.392570 12.911504 1.03 0.28 0.33
H -13.273400 9.852145 11.489180 -0.52 0.43 -0.65
H -13.728130 11.441790 12.234316 -0.41 0.05 -0.90
H -10.281918 10.623792 12.478028 -0.38 -0.58 0.18
H -10.923845 9.381217 11.249911 -0.19 0.02 0.46
H -8.603070 9.982031 10.680504 0.21 0.14 0.12
H -9.008578 11.729158 10.786964 0.21 -0.03 0.28
H -9.742687 9.807767 8.539469 -0.54 -0.07 0.16
H -8.923244 11.350833 8.651778 -0.19 0.01 -0.84
H -9.641312 13.324854 8.999066 -0.13 0.19 -0.02
H -10.750175 13.456526 7.570469 0.42 0.08 -0.01
H -11.364583 13.798683 9.142265 0.41 0.37 0.19
H -11.898137 10.153805 7.459415 -0.69 0.22 0.17
H -12.484500 11.804820 7.064477 0.16 -0.18 -0.36
H -10.831162 11.078355 6.610468 0.27 1.05 -0.08
H -11.627698 12.719381 12.925351 0.55 -0.49 0.22
H -12.410220 13.520158 11.768700 0.03 0.11 -1.03
H -10.598595 13.258927 11.599255 -0.14 0.35 -0.15
H -12.837226 13.182560 9.519347 -0.42 0.73 0.09
C -18.921289 8.386007 19.286021 1.05 0.11 -0.50
C -17.392550 7.946469 19.069908 -0.72 1.42 -1.17
C -16.732641 7.702736 20.471043 -0.18 0.02 -0.35
C -15.436064 6.994864 20.349857 1.76 -2.00 -1.01
C -15.614287 5.606004 19.611641 0.08 1.89 0.91
C -16.162260 5.829119 18.210585 -0.30 -1.25 -0.84
N -17.367815 6.699247 18.253118 -0.31 -1.01 1.19
O -17.883216 6.831403 16.939234 -0.12 0.06 1.83
C -15.132776 6.382979 17.220546 0.86 0.98 0.76
C -16.512232 4.394151 17.683635 -0.33 0.49 -0.74
C -16.654076 9.222126 18.339175 0.33 -0.55 0.65
H -19.632964 7.569444 19.407846 0.38 -0.28 0.18
H -19.286129 8.975511 18.444902 0.21 -0.20 -0.24
H -18.987068 9.067467 20.134186 0.11 -0.07 0.29
H -16.500091 8.623189 21.006580 -0.61 0.44 -0.25
H -17.368335 7.107397 21.126450 -0.43 -0.03 -0.14
H -14.852164 6.834894 21.256269 -0.67 -0.15 0.74
H -14.682272 7.583197 19.826630 -0.26 0.26 -0.72
H -16.307155 5.002075 20.197559 -0.25 -0.04 0.02
H -14.674588 5.053872 19.596903 0.11 0.08 -0.27
H -14.279281 6.796983 17.757436 0.18 0.22 0.30
H -14.649273 5.694339 16.527654 -0.69 -0.08 -0.18
H -15.575414 7.249694 16.729651 0.45 -0.46 -0.74
H -17.392645 3.919564 18.116933 0.09 0.14 0.50
H -16.698588 4.379947 16.609782 -0.14 0.45 -0.08
H -15.627913 3.763547 17.775308 0.08 -0.09 0.44
H -15.971991 9.017087 17.514069 -0.03 -0.71 0.09
H -16.028102 9.711734 19.085197 0.05 0.11 0.20
H -17.240216 10.017366 17.878583 -0.81 -0.35 0.35
H -17.244466 7.411001 16.517733 -0.08 0.72 -1.90
C -13.190443 8.456875 9.073398 -0.21 0.46 0.00
C -13.813128 7.746994 7.867168 -1.19 -0.67 0.36
C -14.481921 6.431946 8.504802 -0.13 -0.23 -1.94
C -15.480501 5.686551 7.543246 0.87 1.58 -0.33
C -16.516541 6.727966 6.917973 1.95 -0.68 1.17
C -15.868610 7.972237 6.233894 -0.77 -0.30 0.99
N -14.843129 8.531889 7.099056 0.60 -0.25 3.03
O -14.254128 9.749415 6.742394 -0.89 -0.05 -0.56
C -15.275223 7.579993 4.931873 0.50 -0.21 -1.61
C -16.989975 9.011812 6.003474 -0.23 0.99 0.83
C -12.635620 7.322741 6.951425 -1.45 -1.84 0.53
H -13.749884 9.334523 9.397201 -0.11 -0.28 0.08
H -12.157293 8.744590 8.878671 0.03 0.25 -0.19
H -13.117950 7.731532 9.883778 -0.24 0.17 0.24
H -13.616532 5.781503 8.631791 0.03 -0.27 0.24
H -14.948129 6.516721 9.486415 -0.01 1.01 -0.06
H -15.910971 4.861392 8.110618 -0.60 0.25 -0.06
H -14.882599 5.194087 6.776379 -0.01 0.00 -0.44
H -17.028560 7.061106 7.820730 -0.79 0.13 -0.41
H -17.079277 6.239420 6.122518 -0.61 0.02 0.39
H -14.459996 8.274038 4.727405 0.15 -0.06 -0.39
H -14.878140 6.565047 4.914126 0.11 0.00 0.12
H -15.975737 7.665643 4.101185 -0.14 -0.03 -0.08
H -17.933282 8.715065 5.544968 0.44 -0.82 -0.73
H -17.411402 9.413510 6.924954 0.65 -0.14 0.59
H -16.614315 9.898152 5.492217 0.13 -0.09 -0.28
H -13.119145 6.605847 6.287828 0.42 0.27 -0.98
H -12.077534 6.626477 7.577405 0.82 0.49 0.03
H -12.024974 8.086407 6.469722 -0.16 -0.05 0.10
H -13.659804 9.536451 6.019192 0.51 0.12 -0.48
C -10.867333 4.569970 13.251231 -0.90 -0.70 -0.55
C -11.903666 5.248106 14.241828 0.07 -0.98 -0.63
C -11.673876 4.792909 15.673407 2.26 -1.05 1.20
C -10.322444 5.313640 16.285525 -1.80 0.66 -0.70
C -10.301587 6.891040 16.226128 1.06 -3.14 1.53
C -10.576766 7.403518 14.854977 -0.57 0.37 -0.37
N -11.771662 6.720216 14.227261 -0.42 0.01 2.29
O -12.077305 7.235118 12.989423 1.16 -0.14 -1.40
C -10.959387 8.921224 15.109219 0.43 -0.61 -2.17
C -9.307313 7.318063 13.971925 0.11 0.91 -1.14
C -13.337960 4.728913 13.774497 0.01 1.62 0.60
H -9.864324 4.281521 13.565688 0.16 0.82 0.35
H -11.231036 3.614846 12.872357 -0.56 -0.36 0.48
H -10.885029 5.103642 12.300982 0.48 0.62 0.22
H -12.419854 4.926781 16.456791 -0.59 0.72 -0.63
H -11.555569 3.709363 15.666647 -0.16 -0.36 -0.34
H -10.156385 4.918290 17.287633 -0.35 0.23 0.29
H -9.460447 4.925597 15.742866 -0.02 0.15 -0.46
H -9.259585 6.923271 16.544388 0.32 1.51 -0.35
H -10.866617 7.397883 17.008408 -0.43 -0.40 -0.10
H -10.082092 9.466601 15.457096 -0.09 -0.10 0.62
H -11.893116 9.105173 15.640637 0.30 -0.40 0.45
H -11.119533 9.363550 14.125964 -0.13 0.09 -0.16
H -9.433303 8.123588 13.248494 0.31 0.29 -0.12
H -9.109288 6.482980 13.299966 -0.75 -0.54 0.48
H -8.347135 7.463082 14.467023 -0.19 0.32 0.51
H -13.572356 3.668443 13.682020 1.21 -0.33 -0.17
H -14.085916 4.999566 14.519749 0.03 0.68 -0.03
H -13.615339 5.235238 12.849948 -0.09 -0.03 0.01
H -12.585406 8.041590 13.103604 -0.86 -0.03 0.29

(3)
16
Properties=species:S:1:pos:R:3:forces:R:3 method="wB97M-V/def2-TZVPD" largest_force_ev_per_a=4.8 orbital_gap_ev=8.96 e_lumo_ev=-4.02 total_charge=+1 relative_energy_kj_mol=313.1
C 2.124468 -1.693368 -0.601373 -0.43 -0.11 0.12
C 1.440534 -0.901681 0.218843 -0.29 0.04 -0.34
C 0.052553 -0.378616 -0.120891 2.46 0.09 -1.03
C -0.267679 1.012557 0.422940 -0.70 -3.40 0.96
C -1.093787 -0.851468 0.700411 -0.25 2.88 -3.80
N -1.130105 1.962387 -0.217929 -3.51 2.12 0.31
Cl -2.476636 -1.136805 -0.333598 -0.08 0.21 0.79
H 3.089889 -2.038096 -0.309139 0.57 -0.15 0.24
H 1.781782 -2.128465 -1.543951 -0.22 0.53 0.21
H 1.861588 -0.615380 1.169892 0.13 0.07 0.18
H 0.093991 -0.462480 -1.280733 -1.27 -0.03 2.06
H 0.118974 1.294520 1.399148 -0.14 0.22 -0.38
H -1.284495 -0.933240 1.728414 0.46 -0.43 1.22
H -0.732611 2.920062 -0.257968 0.15 -0.54 0.27
H -2.158264 2.142561 0.206483 2.54 -0.70 -0.37
H -1.420205 1.807513 -1.180548 0.58 -0.81 -0.44